A 9-piece molecular cluster, C53H131N8O8 overall at a distorted geometry, computed with wB97M-V/def2-TZVPD.

Each line ends with the Mulliken charge.
Geometry (Å):
C1 -7.16032 14.78940 6.27441  -0.9184
C2 -6.31264 13.87602 7.20221  -0.1305
C3 -5.70731 12.76191 6.34111  -1.0167
N1 -4.54238 12.05419 6.98984  0.1644
C4 -4.09976 10.88882 6.06434  -0.5502
C5 -5.13169 9.78845 5.96552  -0.5706
C6 -5.46500 9.14535 7.30505  -0.8238
C7 -5.93851 10.27004 8.21976  -0.4639
C8 -4.91024 11.39900 8.33435  -0.5804
C9 -3.33398 12.92355 7.15100  -0.9634
H1 -7.65889 15.59345 6.82670  -0.1125
H2 -7.94708 14.37148 5.65136  0.7873
H3 -6.51094 15.36565 5.60639  -0.1213
H4 -7.00404 13.43104 7.91779  0.3179
H5 -5.53002 14.41335 7.73354  0.3453
H6 -5.30526 13.17714 5.41342  0.1854
H7 -6.41370 11.97981 6.07802  0.3700
H8 -3.85216 11.35598 5.11203  0.4459
H9 -3.20413 10.48194 6.53131  0.4337
H10 -6.04637 9.93634 5.37998  0.2646
H11 -4.70188 9.00481 5.32889  0.4385
H12 -6.20762 8.36326 7.17634  0.3926
H13 -4.52328 8.72464 7.66733  0.2962
H14 -6.91737 10.60185 7.86438  0.2015
H15 -6.09249 9.87825 9.22712  0.4465
H16 -5.37305 12.16369 8.95775  0.3141
H17 -3.96774 11.08863 8.77959  0.5508
H18 -3.48088 13.70442 7.89221  0.4092
H19 -3.21292 13.27914 6.12618  0.3804
H20 -2.43138 12.39129 7.44284  0.4254
C10 -10.93610 15.56248 4.61652  -1.3822
C11 -10.37900 15.43110 3.19173  -0.3852
C12 -8.88150 15.22739 3.17999  0.1029
N2 -8.30582 15.24192 1.78371  0.3419
C13 -8.28287 16.67719 1.19165  -0.2880
C14 -7.36246 16.84370 -0.01785  -0.9451
C15 -5.89827 16.43802 0.22170  -0.3621
C16 -6.02622 14.99580 0.68065  -1.0599
C17 -6.83989 14.82227 1.94237  -0.4266
C18 -8.96924 14.29685 0.81824  -0.9516
H21 -10.74449 14.63468 5.15388  0.3949
H22 -12.01055 15.70235 4.51753  0.4913
H23 -10.47779 16.42615 5.10231  0.1705
H24 -10.60093 16.31594 2.58593  0.2159
H25 -10.89583 14.60872 2.69589  0.4304
H26 -8.63703 14.21300 3.51083  0.4447
H27 -8.35768 15.88540 3.87460  -0.3025
H28 -8.09325 17.34727 2.03042  0.1272
H29 -9.32494 16.78382 0.88893  0.4184
H30 -7.31517 17.91690 -0.23780  0.3848
H31 -7.74258 16.38299 -0.92675  0.4802
H32 -5.32494 17.04602 0.92293  0.0915
H33 -5.37668 16.49203 -0.73306  0.4336
H34 -5.03210 14.59570 0.91568  0.4551
H35 -6.37337 14.27824 -0.06260  0.3846
H36 -6.44984 15.36504 2.80864  0.1737
H37 -6.88015 13.79062 2.29723  0.5569
H38 -9.97360 14.68712 0.64402  0.4324
H39 -9.03748 13.26930 1.16205  0.3191
H40 -8.53075 14.38997 -0.17100  0.4278
C19 -2.94779 19.60929 2.72794  -1.2044
C20 -1.66219 20.40019 3.05858  -0.0890
C21 -0.51175 19.91784 2.15889  -1.1503
N3 0.71665 20.79838 2.12893  0.2623
C22 1.26907 21.08230 3.51859  -0.7023
C23 2.57895 21.83711 3.44850  -0.6568
C24 3.57038 21.16354 2.49665  -0.6293
C25 3.08630 20.78071 1.11024  -0.7485
C26 1.69434 20.13610 1.13659  -0.5739
C27 0.37676 22.13944 1.52615  -1.0658
H41 -3.27434 19.77429 1.70407  0.2808
H42 -3.69844 19.87725 3.47834  0.2712
H43 -2.80705 18.53182 2.86969  0.5895
H44 -1.39918 20.42974 4.11469  0.3775
H45 -1.96769 21.43024 2.83924  0.2408
H46 -0.76000 19.74078 1.11509  0.4433
H47 -0.15964 18.98788 2.61064  0.3475
H48 1.40723 20.13869 4.05185  0.4118
H49 0.51909 21.67967 4.03589  0.4043
H50 3.03894 21.93872 4.42786  0.3998
H51 2.36823 22.82247 3.02575  0.3098
H52 3.99467 20.24706 2.91733  0.3104
H53 4.38745 21.88494 2.46016  0.3712
H54 3.77478 20.07525 0.64850  0.4085
H55 3.06092 21.63355 0.42701  0.3594
H56 1.81158 19.08467 1.41377  0.4874
H57 1.14913 20.08230 0.19461  0.4326
H58 0.02640 22.86682 2.25929  0.4080
H59 -0.51290 21.99399 0.91277  0.2398
H60 1.22730 22.55994 1.00443  0.4811
C28 -6.97359 22.74596 3.39643  -1.1949
N4 -6.27177 22.99572 2.05198  0.0930
C29 -6.48981 21.70681 1.25572  -0.2803
C30 -6.99813 24.13252 1.38674  -0.6502
C31 -4.81848 23.32370 2.28749  -0.4269
C32 -4.06737 23.45644 0.93576  -0.5873
O1 -3.78254 22.15978 0.38696  -0.4907
H61 -8.03256 22.73813 3.15808  0.3288
H62 -6.78089 23.69235 3.90948  0.5545
H63 -6.57477 21.91976 3.97234  0.3086
H64 -6.23599 21.93789 0.22576  0.4554
H65 -7.53156 21.42274 1.36250  -0.3257
H66 -5.83515 20.96329 1.69765  0.2222
H67 -6.84508 25.00808 2.00898  0.3225
H68 -8.02698 23.77392 1.33884  0.2128
H69 -6.71546 24.20408 0.33966  0.4761
H70 -4.33895 22.47031 2.77134  0.2864
H71 -4.61887 24.20256 2.89755  0.4547
H72 -3.13368 24.00629 1.02742  0.5436
H73 -4.72429 23.93907 0.21139  0.2516
H74 -2.96414 22.14821 -0.12010  0.2976
C33 -7.84792 23.06638 9.18401  -0.7920
N5 -8.86934 23.65772 8.24934  0.1513
C34 -8.31884 25.00956 7.83631  -0.8580
C35 -9.11766 22.74627 7.06247  -0.7266
C36 -10.19730 23.95857 8.98645  -0.6113
C37 -10.90455 22.78695 9.64562  -0.5293
O2 -11.32354 21.83739 8.68073  -0.4094
H75 -8.20682 22.10677 9.55271  0.1311
H76 -7.87958 23.68397 10.08314  0.4001
H77 -6.86871 23.09577 8.72132  0.5012
H78 -8.98377 25.44521 7.09507  0.3857
H79 -7.35528 24.80729 7.37161  0.3903
H80 -8.20761 25.61640 8.72910  0.4138
H81 -8.23383 22.84566 6.43367  0.3701
H82 -9.99695 23.00184 6.47975  0.3174
H83 -9.21499 21.74702 7.47368  0.0358
H84 -10.84495 24.34675 8.20332  0.3783
H85 -9.89712 24.70708 9.71684  0.3777
H86 -11.80700 23.23284 10.07421  0.5232
H87 -10.33226 22.33754 10.46277  0.3180
H88 -12.26156 21.65207 8.79018  0.3029
C38 -11.40080 21.09925 3.37931  -0.9187
N6 -11.56308 20.70092 1.95830  0.2329
C39 -10.41683 19.75120 1.62498  -0.3271
C40 -12.85712 19.91086 1.78694  -0.8503
C41 -11.40070 21.87090 0.97778  0.0177
C42 -12.53564 22.92080 1.01312  -0.8732
O3 -13.10525 23.19198 2.28116  -0.4746
H89 -11.27936 20.25384 4.05236  0.4393
H90 -12.30810 21.61833 3.68511  0.5667
H91 -10.55228 21.77891 3.43536  0.0923
H92 -9.45580 20.24800 1.71194  -0.5194
H93 -10.59942 19.38206 0.61812  0.6613
H94 -10.41108 18.91485 2.32082  0.3048
H95 -12.84781 19.11452 2.52737  0.3564
H96 -12.80270 19.40337 0.82708  0.3603
H97 -13.61740 20.67495 1.92006  0.4326
H98 -11.46882 21.35076 0.02258  0.4052
H99 -10.39402 22.25047 1.13541  0.0263
H100 -13.35123 22.64198 0.34977  0.4217
H101 -12.10660 23.82379 0.56994  0.4284
H102 -12.44131 23.68757 2.77591  0.3073
C43 -10.73211 17.88310 8.31635  -0.4665
N7 -10.30496 17.59912 9.73154  0.1469
C44 -10.46518 16.07844 9.96186  -0.6962
C45 -8.83341 17.90079 9.78637  -0.7043
C46 -11.08947 18.49951 10.65902  -0.1048
C47 -12.58888 18.52889 10.51222  -0.8871
O4 -13.21679 17.27052 10.57927  -0.5673
H103 -11.77682 17.69917 8.08184  0.4745
H104 -10.14284 17.44731 7.51086  -0.1016
H105 -10.53617 18.95348 8.22111  0.1453
H106 -9.98554 15.60136 9.11526  0.2714
H107 -11.54012 15.94880 10.03570  0.4118
H108 -9.97972 15.87047 10.91182  0.3710
H109 -8.41839 17.16252 9.10579  0.1621
H110 -8.44760 17.86238 10.80190  0.5726
H111 -8.71581 18.91266 9.39793  0.0734
H112 -10.74203 19.52355 10.49760  0.1804
H113 -10.74599 18.21405 11.65512  0.4435
H114 -12.88685 19.05341 9.59643  0.3250
H115 -13.03429 19.13918 11.30336  0.4741
H116 -13.51984 16.95827 9.72170  0.3796
C48 -3.15511 19.66111 8.76946  -0.8401
N8 -4.60556 19.24404 8.84163  0.1740
C49 -4.94053 19.14388 10.32692  -0.9687
C50 -5.50028 20.28026 8.24774  -0.8885
C51 -4.79948 17.80562 8.35873  -0.1253
C52 -4.30056 17.57745 6.92849  1.0959
O5 -3.00937 16.97277 6.92695  -0.6878
H117 -3.00724 20.51735 9.42185  0.4167
H118 -2.88099 19.90396 7.74515  0.3316
H119 -2.54806 18.81403 9.08201  0.3806
H120 -4.32285 18.42106 10.85267  0.4371
H121 -6.00282 18.91831 10.35676  0.3288
H122 -4.73074 20.11082 10.78232  0.4355
H123 -5.71125 21.03332 9.00448  0.6908
H124 -6.48665 19.80867 8.17743  0.0286
H125 -5.15884 20.65319 7.29026  0.2805
H126 -5.87778 17.65521 8.37952  -0.4456
H127 -4.30193 17.13620 9.05480  0.5679
H128 -4.42866 18.43604 6.26371  0.0794
H129 -4.97239 16.81864 6.51702  -0.6385
H130 -2.92873 16.55265 6.06406  0.3771
O6 -6.97713 18.06792 5.25901  0.0442
C53 -7.94382 19.08784 5.29283  -0.3228
O7 -8.55640 19.36705 6.35370  -0.3270
O8 -8.23148 19.55594 4.13505  -0.4786
H131 -7.01770 18.25088 4.27316  0.0288

Values from the calculation:
- Net charge: +7
- Kohn-Sham gap: 9.48 eV
- HOMO energy: -22.52 eV
- 2S+1: 1
- E_tot: -85308.332 eV